(1)
56
Properties=species:S:1:pos:R:3 method="wB97M-V/def2-TZVPD" orbital_gap_ev=6.15 charge=+1 e_lumo_ev=-5.02 e_homo_ev=-11.1688 e_above_lowest_kj_mol=53.55
C 1.98331 -6.90888 0.80250
C 0.59669 -7.25899 1.33913
C 0.01121 -8.57306 0.84347
C 0.36228 -6.97203 2.81375
C -0.81887 -7.41913 3.43222
C -1.16186 -6.96695 4.70989
C -0.31477 -6.07617 5.38280
C 0.87398 -5.64572 4.78375
C 1.20346 -6.07987 3.49770
H 2.05852 -5.81197 0.85378
H 2.80490 -7.38339 1.36081
H 2.03864 -7.17984 -0.26027
H -1.07221 -8.46640 0.79667
H 0.35478 -8.79848 -0.16365
H 0.25358 -9.42973 1.47947
H -1.47521 -8.11440 2.90093
H -2.08333 -7.32141 5.17619
H -0.57745 -5.72361 6.37981
H 1.55386 -4.96365 5.29614
H 2.10357 -5.71392 2.98614
C -2.87838 -2.31187 1.13405
C -2.85339 -3.83131 0.96349
C -2.06918 -4.41511 2.13599
C -4.27722 -4.36122 0.99921
N -2.24293 -4.18247 -0.32090
C -1.25961 -3.27410 -0.88630
C -0.69276 -3.95179 -2.12265
N -1.38356 -5.22205 -2.25581
C -0.94097 -6.14952 -3.29311
C -0.35349 -5.36623 -4.46608
C -2.12971 -6.95898 -3.78389
C 0.14366 -7.10099 -2.78711
P -2.88195 -5.18122 -1.51170
H 0.02030 -6.45500 0.94195
H -3.35055 -1.83536 0.26412
H -3.47918 -2.03746 2.01601
H -1.87650 -1.87897 1.28315
H -2.10792 -5.50640 2.13403
H -1.01379 -4.11923 2.13053
H -2.48935 -4.09396 3.10360
H -4.29992 -5.45175 0.96505
H -4.76639 -4.03687 1.92459
H -4.83843 -3.95990 0.15076
H -1.75196 -2.32897 -1.16531
H -0.46298 -2.98996 -0.18521
H -0.88178 -3.33275 -3.01424
H 0.40130 -4.03918 -2.05687
H 0.60510 -4.88221 -4.21929
H -0.16503 -6.03995 -5.31808
H -1.06478 -4.60201 -4.81024
H -2.53867 -7.59124 -2.99362
H -2.91031 -6.28239 -4.14473
H -1.81732 -7.60488 -4.61342
H -0.24969 -7.80245 -2.04704
H 0.54202 -7.70860 -3.61527
H 0.99386 -6.57422 -2.33934

(2)
17
Properties=species:S:1:pos:R:3 method="wB97M-V/def2-TZVPD" orbital_gap_ev=10.03 smiles="C[C@@H](CN)NC=O" charge=0 e_lumo_ev=0.81 e_homo_ev=-9.2192 e_above_lowest_kj_mol=111.59
C -0.29379 -1.26165 -1.30001
C -0.31481 0.17367 -0.70384
C -1.05464 0.19099 0.61724
N -2.47766 0.06585 0.37624
N 1.07106 0.63117 -0.65622
C 1.91055 0.44507 0.39020
O 1.69223 -0.20484 1.39273
H -1.28153 -1.61728 -1.61467
H 0.09245 -1.96486 -0.55973
H 0.27415 -1.38395 -2.22496
H -0.87931 0.70668 -1.47254
H -0.69138 -0.61043 1.26455
H -0.81638 1.04869 1.27591
H -2.83985 0.91268 -0.04433
H -3.00822 -0.14561 1.22036
H 1.39179 1.27583 -1.36732
H 2.90403 0.91770 0.28887

(3)
169
Properties=species:S:1:pos:R:3 method="wB97M-V/def2-TZVPD" orbital_gap_ev=10.37 charge=0 e_lumo_ev=-0.19 e_homo_ev=-10.5579 e_above_lowest_kj_mol=263.93
C -6.82518 2.93224 0.78845
C -6.97143 1.41753 0.91359
C -6.06891 0.69008 1.89879
O -6.90565 -0.26422 2.52218
C -8.18758 0.00778 2.24376
O -9.14856 -0.60255 2.56802
O -8.26608 1.12769 1.47081
H -7.56007 3.22851 0.03797
H -5.82877 3.25394 0.48815
H -7.10507 3.49829 1.67716
H -6.91556 0.96390 -0.07730
H -5.67499 1.40777 2.62423
H -5.21067 0.21782 1.42135
C 1.22183 1.91268 -3.59011
C 1.16964 3.04714 -4.57451
C -0.22536 3.38572 -5.11166
O -0.26420 4.80903 -5.06850
C 0.76677 5.28597 -4.33205
O 1.01737 6.43368 -4.17362
O 1.51551 4.25295 -3.91585
H 2.05887 1.95589 -2.88490
H 1.43675 1.01083 -4.16870
H 0.36825 1.81164 -2.92059
H 1.90456 2.87048 -5.36381
H -1.07382 2.99680 -4.55285
H -0.30501 3.01071 -6.13248
C 3.93058 4.04676 3.65344
C 3.36104 2.68599 3.30826
C 4.36342 1.60387 2.93413
O 3.75153 0.40126 3.43003
C 2.92155 0.73758 4.44189
O 2.38206 -0.04939 5.14876
O 2.63938 2.05883 4.38786
H 3.11519 4.62935 4.08319
H 4.23836 4.52134 2.72201
H 4.74445 4.00877 4.37457
H 2.59974 2.72342 2.52134
H 5.23998 1.65460 3.59204
H 4.62044 1.56059 1.88059
C -0.88370 2.46424 3.47741
C -1.78743 1.84971 4.54913
C -2.78872 0.76543 4.07169
O -2.53937 -0.30311 4.94450
C -1.48113 -0.08632 5.72763
O -0.99678 -0.81710 6.51529
O -0.99664 1.17216 5.50973
H -0.37851 3.33851 3.89474
H -1.45673 2.79197 2.61322
H -0.10815 1.71381 3.33189
H -2.32402 2.63152 5.09450
H -2.66888 0.37746 3.05425
H -3.77556 1.23606 4.07220
C 0.98041 -0.57392 1.55722
C 0.45263 0.35104 0.48907
C 0.21232 -0.30943 -0.88592
O -1.20922 -0.31920 -1.03342
C -1.76596 0.38547 -0.06813
O -2.95026 0.63195 0.04373
O -0.89573 0.74946 0.85924
H 1.04003 -0.21041 2.58073
H 1.91177 -1.06574 1.27948
H 0.24422 -1.38713 1.57127
H 1.11306 1.20689 0.33244
H 0.51175 -1.35447 -0.94509
H 0.72338 0.20013 -1.69795
C -5.15949 -0.51184 -2.32012
C -4.76430 0.20931 -3.60564
C -4.12927 1.58877 -3.37325
O -2.85672 1.54666 -4.02815
C -2.61980 0.26039 -4.39876
O -1.60922 -0.14253 -4.90311
O -3.65483 -0.50886 -4.14786
H -6.07481 -0.06857 -1.92666
H -4.32581 -0.43160 -1.62361
H -5.36472 -1.55766 -2.54521
H -5.52891 0.27115 -4.38256
H -4.09867 1.65399 -2.27988
H -4.67385 2.45750 -3.73630
C -1.42478 3.95447 -0.55925
C -1.02786 5.31588 -0.05870
C 0.04814 5.17431 1.06409
O 0.96986 6.19242 0.79250
C 0.77350 6.67179 -0.44153
O 1.39708 7.61800 -0.84847
O -0.29996 6.12986 -0.99303
H -1.83996 3.41301 0.29329
H -0.64545 3.38119 -1.06149
H -2.24025 4.01198 -1.28668
H -1.89308 5.88370 0.28624
H 0.56536 4.21010 1.02975
H -0.43615 5.21845 2.04174
C 5.75859 -4.38916 3.97900
C 5.04741 -3.02865 3.80705
C 4.69690 -2.78208 2.29420
O 3.28281 -2.85684 2.26273
C 2.76601 -3.05192 3.46974
O 1.60595 -2.97225 3.72080
O 3.74570 -3.28077 4.35958
H 5.68060 -4.84100 4.96635
H 6.82960 -4.28691 3.78059
H 5.34196 -5.11627 3.28170
H 5.47501 -2.19495 4.35826
H 5.18840 -3.56751 1.72320
H 4.96843 -1.79037 1.93617
C -1.69175 -6.37276 0.69876
C -0.19940 -6.10916 0.55945
C 0.57736 -6.83842 -0.53189
O 1.29547 -5.82862 -1.20948
C 0.89864 -4.58344 -0.75002
O 1.27395 -3.54166 -1.17098
O 0.00929 -4.73450 0.22918
H -2.22704 -6.22284 -0.24293
H -2.11589 -5.69230 1.43263
H -1.86432 -7.41393 0.97270
H 0.26529 -6.28805 1.53206
H -0.18268 -7.27209 -1.19078
H 1.26127 -7.58571 -0.13902
C -1.91378 -3.54730 -2.82947
C -1.48194 -3.56178 -4.30413
C -0.34947 -4.58787 -4.53599
O -0.90801 -5.44426 -5.53068
C -2.17521 -5.15598 -5.79125
O -2.91596 -5.70362 -6.55576
O -2.56052 -4.06796 -5.11209
H -1.80186 -4.49598 -2.29852
H -2.98232 -3.33303 -2.86274
H -1.33996 -2.83398 -2.23926
H -1.20524 -2.54974 -4.58693
H -0.04662 -5.19128 -3.68094
H 0.54131 -4.18162 -5.01763
C 6.10253 6.23892 0.24719
C 4.60401 6.05391 0.03136
C 4.16342 5.90018 -1.45296
O 3.21306 4.81963 -1.37689
C 3.35311 4.18855 -0.19919
O 2.68215 3.27573 0.20741
O 4.35289 4.72451 0.48913
H 6.48690 7.22502 -0.00841
H 6.63958 5.46507 -0.30473
H 6.36937 6.05359 1.28938
H 4.04466 6.81426 0.57797
H 5.02743 5.69238 -2.08269
H 3.57983 6.74715 -1.80699
C -3.69648 -3.15579 -0.05128
C -3.66205 -2.53836 1.33662
C -4.80353 -3.06377 2.24408
O -4.08944 -3.80773 3.24216
C -2.77844 -3.53439 3.17718
O -2.00041 -3.79161 4.03544
O -2.45794 -2.93908 1.99645
H -3.87982 -4.23159 -0.02064
H -2.66282 -3.07633 -0.39828
H -4.33181 -2.73768 -0.82704
H -3.81342 -1.46078 1.36266
H -5.49331 -3.76620 1.78361
H -5.31929 -2.20929 2.67762
C 4.31552 -1.57640 -1.29123
C 4.53763 -2.55268 -2.43404
C 5.63196 -2.34049 -3.48811
O 6.33882 -3.58836 -3.48472
C 5.87229 -4.39225 -2.52547
O 6.28582 -5.50398 -2.34813
O 4.82634 -3.84904 -1.89804
H 5.12671 -1.50382 -0.56739
H 3.40829 -1.93216 -0.80209
H 4.15404 -0.56884 -1.68073
H 3.62981 -2.63654 -3.04042
H 6.37325 -1.62992 -3.11212
H 5.22219 -2.14143 -4.47224

(4)
83
Properties=species:S:1:pos:R:3 method="wB97M-V/def2-TZVPD" orbital_gap_ev=5.13 charge=-2 e_lumo_ev=3.73 e_homo_ev=-1.3931
Rb -2.55997 1.70036 0.45350
C -2.98559 -1.44272 -0.53750
Si -1.76871 -2.62705 -1.01318
C -0.57312 -1.94224 -2.34530
N 0.16790 -0.72984 -1.95270
C 1.36446 -0.96067 -1.13442
C 2.67891 -0.80048 -1.92006
C 2.49631 -1.26128 -3.36493
C 1.46449 -0.36195 -4.06720
C 0.44728 0.18832 -3.04600
C -2.32552 -4.28950 -1.83031
C -2.59049 -4.36286 -3.20406
C -3.16810 -5.48627 -3.78944
C -3.50560 -6.58213 -3.00688
C -3.25200 -6.54046 -1.64161
C -2.67047 -5.41295 -1.07062
C -0.74805 -3.23803 0.47532
C -0.88249 -2.62553 1.72440
C -0.13039 -3.03814 2.82135
C 0.78226 -4.07665 2.68888
C 0.93246 -4.70526 1.45622
C 0.17133 -4.28987 0.36918
H -3.66104 -1.77596 0.26180
H -3.58803 -1.10367 -1.39224
H -1.22291 -1.65966 -3.18664
H 0.08875 -2.73872 -2.73816
H 1.31076 -1.97030 -0.72974
H 1.36934 -0.27983 -0.27507
H 3.47336 -1.36028 -1.41947
H 2.98669 0.25154 -1.92942
H 2.15455 -2.29961 -3.36961
H 3.44943 -1.23957 -3.90009
H 0.95176 -0.92045 -4.85523
H 1.97131 0.48134 -4.54867
H -0.49314 0.43532 -3.54204
H 0.82596 1.12063 -2.61755
H -2.34568 -3.51433 -3.83788
H -3.36187 -5.50317 -4.85585
H -3.96457 -7.45661 -3.45439
H -3.51218 -7.38856 -1.01864
H -2.48417 -5.40352 -0.00028
H -1.58630 -1.80489 1.82034
H -0.25344 -2.54528 3.77950
H 1.37142 -4.39764 3.54011
H 1.64219 -5.51761 1.34488
H 0.29368 -4.79246 -0.58696
C 4.64158 2.61820 4.56188
C 3.46070 3.08760 3.74666
C 3.57183 4.18835 2.89918
C 2.48800 4.63477 2.15835
C 1.27014 3.98322 2.26247
C 1.13378 2.89003 3.09801
C 2.22833 2.44622 3.83310
S -0.14182 4.50916 1.29636
C -0.68383 5.64805 2.70285
O -1.26314 3.50853 1.50288
H 5.58092 2.77971 4.02954
H 4.56071 1.55521 4.79419
H 4.70472 3.15839 5.51150
H 4.52996 4.68980 2.80051
H 2.59867 5.46667 1.47028
H 0.17490 2.38731 3.14612
H 2.12421 1.57622 4.47460
H -0.87437 5.09484 3.62702
H -1.60578 6.12830 2.36135
H 0.09901 6.40186 2.85407
Br 4.20739 2.66346 -3.74436
C 2.84786 2.88798 -2.41442
C 1.87120 3.85213 -2.59718
C 0.92191 4.02620 -1.58825
C 0.86940 3.25178 -0.42512
C 1.86155 2.26317 -0.33160
C 2.86720 2.08915 -1.28637
H 1.86836 4.46294 -3.49261
H 0.19362 4.83319 -1.71258
H 1.88166 1.59907 0.53397
H 3.64925 1.35036 -1.15162
B -7.09071 2.39209 3.14845
C -6.00972 2.31916 1.97288
N -5.23756 2.28431 1.11129
H -7.91598 1.51022 2.97359
H -6.51954 2.23896 4.21605
H -7.62521 3.49186 3.10359

For reference, E_tot by record: -1195.00266, -343.15896, -4962.79347, -4815.50505 Ha.